15
Properties=species:S:1:pos:R:3:forces:R:3:lowdin_charge:R:1 method="wB97M-V/def2-TZVPD" total_charge=0 e_lumo_ev=0.8 e_tot_ev=-8291.7258 spin_multiplicity=1 orbital_gap_ev=10.62 relative_energy_ev=3.271 fmax_ev_per_a=2.59
H 0.77217 0.31127 -2.69626 -0.65 -0.29 -0.07 0.043
N 1.05528 0.73969 -1.82839 0.12 0.31 2.57 0.157
C 0.39638 0.38601 -0.77315 1.10 -0.06 -1.61 -0.374
C -0.74287 -0.56107 -0.75823 -1.12 -0.05 -0.19 -0.202
C -0.37498 -1.86731 0.03262 0.77 1.32 -0.24 -0.083
C 0.67897 0.86069 0.57138 0.97 1.66 0.99 -0.270
N 1.26796 0.75565 1.68283 -0.40 -0.80 -0.88 0.171
C 0.26817 1.87185 1.55547 -0.64 -0.79 -0.29 -0.100
H -0.93069 -0.56284 -1.89980 -0.68 -1.01 1.98 0.136
H -1.58084 -0.18179 -0.09689 0.47 0.24 -1.54 0.128
H -0.43117 -1.64779 1.13647 -0.19 -0.37 -1.15 0.087
H 0.69558 -2.02635 -0.17738 -0.52 -0.83 0.03 0.081
H -1.05832 -2.65245 -0.28261 0.36 -0.26 0.26 0.067
H 0.70716 2.84352 1.53057 -0.06 0.66 -0.07 0.073
H -0.72281 1.73091 2.00338 0.48 0.26 0.21 0.086